Record 1
The following is a quantum chemistry calculation of the molecule C4H7NO2 at a distorted geometry, from the OMol25 dataset.

## Properties
ΔE to the lowest compared entry with this formula, charge and spin in kcal/mol: 31.4
Structure (SMILES): O=CCCNC=O
HOMO level in eV: -9.686
E_tot in hartree: -361.8309
LUMO level in eV: 0.530

Element x y z (Å)
O -0.56 -2.26 2.05
C -1.12 -1.49 1.29
N -0.53 -1.03 0.15
C -0.82 0.31 -0.34
C 0.44 1.22 -0.60
C 1.77 0.53 -0.56
O 1.99 -0.56 -1.02
H -2.16 -1.16 1.41
H 0.39 -1.39 -0.04
H -1.36 0.24 -1.27
H -1.39 0.80 0.44
H 0.34 1.70 -1.58
H 0.40 2.01 0.15
H 2.61 1.08 -0.10

Record 2
The following is a quantum chemistry calculation of C16H31BCl4CoF8O4 as an isolated structure at a distorted geometry, from the OMol25 dataset.

## Properties
2S+1: 4
HOMO level (spin up / spin down) in eV: -8.969 / -8.679
Expectation value of S²: 3.759
E_tot in hartree: -4976.2596
LUMO level (spin up / spin down) in eV: -0.811 / -1.220

Element x y z (Å)
Co 0.61 -3.07 -1.32
C -2.32 -3.64 -2.33
O -1.13 -4.23 -1.83
H -2.66 -2.69 -1.93
H -2.16 -3.51 -3.40
H -3.21 -4.25 -2.15
B 0.08 -1.41 -0.08
H -0.51 -1.56 -0.97
H -0.25 -2.13 0.65
H 1.10 -1.63 -0.35
H -0.08 -0.40 0.27
C 3.62 3.53 -0.39
C 2.96 2.38 -1.25
C 3.02 1.11 -0.43
F 3.19 0.05 -1.18
F 4.03 1.05 0.49
F 1.76 2.82 -1.68
F 3.76 2.29 -2.35
O 3.04 3.71 0.84
C 2.89 5.10 1.27
C 2.54 5.10 2.73
F 3.34 4.40 3.56
F 2.49 6.34 3.18
F 4.00 5.76 0.97
F 1.92 5.70 0.58
H 3.69 4.46 -0.95
H 4.69 3.31 -0.31
H 2.05 0.94 0.05
H 1.52 4.76 2.90
C -1.74 -2.35 4.54
C -2.33 -1.43 3.42
C -3.70 -1.13 3.92
O -3.46 -0.85 5.32
C -2.36 -1.72 5.76
H -0.66 -2.30 4.64
H -2.13 -3.37 4.42
H -2.20 -2.00 2.50
H -1.89 -0.43 3.47
H -4.31 -2.03 3.87
H -4.18 -0.27 3.46
H -2.81 -2.52 6.36
H -1.71 -1.16 6.44
C 0.23 -2.25 -5.55
C 0.55 -0.81 -5.15
C 0.65 -0.92 -3.57
O 0.82 -2.33 -3.38
C 1.06 -3.01 -4.56
H 0.47 -2.66 -6.53
H -0.84 -2.41 -5.42
H -0.33 -0.21 -5.40
H 1.43 -0.37 -5.61
H -0.24 -0.41 -3.20
H 1.47 -0.26 -3.28
H 0.81 -4.08 -4.51
H 2.14 -2.99 -4.61
C -0.37 2.01 2.01
Cl 0.12 3.20 0.72
Cl 1.15 1.57 2.80
H -1.12 2.35 2.72
H -0.83 1.16 1.51
C -3.39 -0.14 -0.35
Cl -4.92 -1.03 -0.82
Cl -3.81 1.60 -0.02
H -3.00 -0.51 0.60
H -2.60 -0.22 -1.10

> What is the E_tot in the second record?

-4976.2596 hartree